1.
DFT (ωB97M-V/def2-TZVPD) results for 2 unconnected molecules or ions with the total composition C2H8N2 in a non-equilibrium geometry.

Each line ends with the Löwdin charge.
Cartesian coordinates (Å):
H -5.04293 1.13930 0.10839  0.034
N -4.16251 0.91882 0.56377  0.059
C -3.16019 1.44117 0.01063  -0.406
N -1.88457 1.37988 0.56652  0.039
H -3.20215 2.14505 -0.82286  0.110
H -1.17963 1.22334 -0.15320  0.078
H -1.78358 0.60897 1.22949  0.087
C 7.27873 -2.93062 -0.77474  -0.052
H 7.89927 -2.08028 -0.52521  0.009
H 6.92599 -2.75730 -1.79116  0.015
H 7.90734 -3.80307 -0.62937  0.014
H 6.37517 -3.00500 -0.17062  0.015

Cartesian forces (eV/Å) of the 3 atoms listed first:
0.2 0.1 -0.1
-0.3 -0.5 0.2
0.1 0.8 0.4

Results
relative energy (zero: lowest compared OMol25 entry of this formula, charge and spin): 0.156 eV
F_max: 0.0244 Eh/bohr
DFT total energy: -5183.582 eV
Kohn-Sham gap: 10.875 eV
spin multiplicity: 1
lowest unoccupied orbital energy: 1.11 eV
SMILES string: [H]/N=C/N.C

---

2.
DFT (ωB97M-V/def2-TZVPD) results for 2 unconnected molecules or ions with the total composition C2H8N2 in a non-equilibrium geometry.

Each line ends with the Löwdin charge.
Cartesian coordinates (Å):
C -0.90770 -0.71222 -1.87531  -0.049
C -0.25918 0.12564 -1.05599  -0.337
N -0.73316 0.77239 0.04943  0.037
H -1.90154 -1.07574 -1.65773  0.033
H -0.44726 -0.98385 -2.81136  0.028
H 0.74739 0.39131 -1.37399  0.099
H -1.63236 0.52030 0.39761  0.078
H -0.03714 1.03025 0.73265  0.043
N 1.49511 -0.11949 2.12500  0.023
H 2.23720 -0.59638 1.64974  0.012
H 0.78587 -0.72502 2.51198  0.021
H 1.87042 0.45241 2.86364  0.011

Cartesian forces (eV/Å) of the 3 atoms listed first:
0.0 0.2 0.3
0.0 -0.3 -1.1
0.5 0.4 0.1

Results
relative energy (zero: lowest compared OMol25 entry of this formula, charge and spin): 0.350 eV
F_max: 0.0223 Eh/bohr
DFT total energy: -5183.388 eV
Kohn-Sham gap: 8.736 eV
spin multiplicity: 1
lowest unoccupied orbital energy: 0.95 eV
SMILES string: C=CN.N

---

3.
DFT (ωB97M-V/def2-TZVPD) results for 3 unconnected molecules or ions with the total composition C2H8N2 in a non-equilibrium geometry.

Each line ends with the Löwdin charge.
Cartesian coordinates (Å):
C 0.34756 0.81904 1.20262  -0.155
C -0.03167 -1.16693 -0.93249  -0.165
N -0.36919 1.07527 -0.04634  -0.263
N -0.70401 0.13154 -0.87881  -0.267
H 0.64100 1.28616 -1.12261  0.230
H -1.79779 -0.09676 0.18177  0.215
H -0.38453 0.94805 2.00069  0.074
H 0.85465 -0.13858 1.31350  0.053
H 0.45396 -1.51319 -0.02093  0.052
H 1.08840 1.61975 1.27130  0.077
H -0.79892 -1.88243 -1.22853  0.075
H 0.70055 -1.08193 -1.74017  0.074

Cartesian forces (eV/Å) of the 3 atoms listed first:
0.2 0.2 -0.1
0.0 0.2 0.0
6.8 4.2 -3.2

Results
relative energy (zero: lowest compared OMol25 entry of this formula, charge and spin): 6.774 eV
F_max: 0.1718 Eh/bohr
DFT total energy: -5176.964 eV
Kohn-Sham gap: 9.379 eV
spin multiplicity: 1
lowest unoccupied orbital energy: 0.80 eV

---

4.
DFT (ωB97M-V/def2-TZVPD) results for 2 unconnected molecules or ions with the total composition C2H8N2O in a non-equilibrium geometry.

Each line ends with the Löwdin charge.
Cartesian coordinates (Å):
H 0.82929 -1.24652 -2.24931  0.074
N 0.30736 -0.86364 -1.41858  -0.001
C -0.23726 -1.73938 -0.62333  -0.396
N -0.15138 -1.92519 0.68741  0.125
H -0.90260 -2.51531 -1.08339  0.121
H 0.13087 -1.18127 1.27602  0.086
H -0.69146 -2.62321 1.17676  0.109
C 0.24068 2.37953 0.48762  -0.177
O -0.47533 1.16749 0.55817  -0.205
H 0.30977 2.91838 1.43286  0.078
H 1.21019 2.12448 0.30387  0.033
H -0.15530 3.02984 -0.31904  0.086
H -0.41483 0.47478 -0.22907  0.066

Cartesian forces (eV/Å) of the 3 atoms listed first:
-2.0 0.6 0.8
1.4 -0.5 1.7
-0.4 -1.7 -3.5

Results
relative energy (zero: lowest compared OMol25 entry of this formula, charge and spin): 2.747 eV
F_max: 0.0751 Eh/bohr
DFT total energy: -7229.580 eV
Kohn-Sham gap: 9.720 eV
spin multiplicity: 1
lowest unoccupied orbital energy: 0.88 eV
SMILES string: [H]/N=C/N.CO

---

5.
DFT (ωB97M-V/def2-TZVPD) results for 2 unconnected molecules or ions with the total composition C2H8N2O.

Each line ends with the Löwdin charge.
Cartesian coordinates (Å):
C -1.89099 0.62575 -1.17744  -0.123
O -1.91934 0.15667 -0.06960  -0.023
H -1.51000 1.64730 -1.31803  0.085
H -2.19848 0.02999 -2.05212  0.086
N 1.47157 -1.07816 -0.49197  -0.012
C 1.43203 0.21043 0.19896  -0.385
N 0.74429 0.27681 1.47413  -0.003
H 2.03461 -1.72985 0.04348  0.054
H 0.53258 -1.47268 -0.52053  0.050
H 2.45333 0.54127 0.36762  0.101
H 0.97072 0.92803 -0.47664  0.084
H -0.20906 -0.04432 1.35362  0.028
H 1.19568 -0.23931 2.21531  0.057

Cartesian forces (eV/Å) of the 3 atoms listed first:
0.2 -0.2 0.5
-0.1 -0.1 -0.2
-0.1 0.1 -0.3

Results
relative energy (zero: lowest compared OMol25 entry of this formula, charge and spin): 1.915 eV
F_max: 0.0118 Eh/bohr
DFT total energy: -7230.413 eV
Kohn-Sham gap: 9.365 eV
spin multiplicity: 1
lowest unoccupied orbital energy: 0.56 eV
SMILES string: C=O.NCN

---

6.
DFT (ωB97M-V/def2-TZVPD) results for 2 unconnected molecules or ions with the total composition C2H8N2O in a non-equilibrium geometry.

Each line ends with the Löwdin charge.
Cartesian coordinates (Å):
N 2.15943 -1.28072 -1.13387  -0.056
O 1.79140 -1.56782 0.16698  -0.353
H 3.06287 -0.79192 -1.14506  0.148
H 2.03376 -2.13679 -1.78448  0.181
H 1.39220 -0.64273 -1.27183  0.059
H 0.33408 -0.31192 0.16643  0.004
N 0.00447 0.43213 -0.40252  0.073
C -1.02325 0.98365 -0.00183  -0.315
C -1.87062 0.51111 1.12709  -0.082
H -1.34690 1.96927 -0.54606  0.125
H -1.54040 0.91076 2.12400  0.096
H -2.90768 0.85732 1.19748  0.075
H -1.67787 -0.50108 1.14684  0.044

Cartesian forces (eV/Å) of the 3 atoms listed first:
-1.1 -1.3 0.1
0.6 -1.1 1.1
-0.1 -0.5 -0.6

Results
relative energy (zero: lowest compared OMol25 entry of this formula, charge and spin): 4.651 eV
F_max: 0.0782 Eh/bohr
DFT total energy: -7227.677 eV
Kohn-Sham gap: 9.324 eV
spin multiplicity: 1
lowest unoccupied orbital energy: 0.87 eV
SMILES string: [NH3+][O-].[H]/N=C\C

---

7.
DFT (ωB97M-V/def2-TZVPD) results for 2 unconnected molecules or ions with the total composition C2H8N2O.

Each line ends with the Löwdin charge.
Cartesian coordinates (Å):
N -1.19803 0.65707 0.61081  0.109
C -2.34763 1.40929 0.55308  -0.424
O -3.45495 1.04368 0.27550  0.031
H -0.51110 1.02784 1.21735  0.062
H -0.84132 0.09415 -0.13271  0.041
H -2.19277 2.46894 0.82496  0.117
C 1.84668 -0.64596 -0.13467  -0.192
N 0.74755 -1.13601 -0.95769  -0.081
H 1.57721 -0.41231 0.89533  0.061
H 2.64956 -1.39079 -0.10262  0.068
H 2.24782 0.28431 -0.53015  0.071
H 1.02974 -1.35607 -1.90365  0.066
H 0.44725 -2.04412 -0.61554  0.071

Cartesian forces (eV/Å) of the 3 atoms listed first:
-0.8 0.3 0.3
0.2 0.5 0.3
-0.2 -0.5 -0.7

Results
relative energy (zero: lowest compared OMol25 entry of this formula, charge and spin): 1.219 eV
F_max: 0.0189 Eh/bohr
DFT total energy: -7231.109 eV
Kohn-Sham gap: 10.493 eV
spin multiplicity: 1
lowest unoccupied orbital energy: 0.79 eV
SMILES string: NC=O.CN

---

8.
DFT (ωB97M-V/def2-TZVPD) results for 2 unconnected molecules or ions with the total composition C2H8N2O2.

Each line ends with the Löwdin charge.
Cartesian coordinates (Å):
N -0.12060 1.40688 -0.55763  0.013
C 0.55689 0.17026 -0.97071  -0.256
N 0.41987 -0.84240 0.03579  0.022
C 1.40737 -1.14809 0.89705  -0.365
O 2.49948 -0.61441 0.89480  0.001
H -0.49425 1.95366 -1.31322  0.069
H 0.43937 1.96665 0.06959  0.078
H 1.60980 0.32636 -1.15671  0.112
H 0.04836 -0.13803 -1.88096  0.121
H -0.55075 -1.05811 0.24018  0.092
H 1.18465 -1.93393 1.63358  0.130
O -2.43045 -0.37781 0.51057  -0.075
H -1.92979 0.39567 0.18705  0.009
H -2.63995 -0.10670 1.41062  0.047

Cartesian forces (eV/Å) of the 3 atoms listed first:
-0.3 -0.4 0.6
-0.3 0.8 0.0
-0.7 -0.2 -0.3

Results
relative energy (zero: lowest compared OMol25 entry of this formula, charge and spin): 0.620 eV
F_max: 0.0168 Eh/bohr
DFT total energy: -9279.290 eV
Kohn-Sham gap: 10.535 eV
spin multiplicity: 1
lowest unoccupied orbital energy: 0.77 eV
SMILES string: NCNC=O.O

---

9.
DFT (ωB97M-V/def2-TZVPD) results for 2 unconnected molecules or ions with the total composition C2H8N2O2 in a non-equilibrium geometry.

Each line ends with the Löwdin charge.
Cartesian coordinates (Å):
N 0.00000 0.00000 0.00000  -0.026
C 0.86378 -1.13130 0.53418  -0.147
C -0.03095 -2.36946 0.83967  -0.547
N -1.11824 -2.06280 1.60305  0.140
O 0.25404 -3.49511 0.47938  0.030
H -0.34310 -0.11362 -0.96023  0.067
H -0.80830 0.29724 0.55766  0.010
H 1.67152 -1.40256 -0.17252  0.115
H 1.33851 -0.72621 1.44850  0.110
H -1.17970 -1.07369 1.85685  0.050
H -1.90257 -2.69031 1.79692  0.120
O -1.95876 0.85732 2.08338  -0.078
H -1.91074 1.03912 3.04925  0.077
H -2.79053 1.29354 1.78993  0.078

Cartesian forces (eV/Å) of the 3 atoms listed first:
0.6 -0.1 -0.6
-1.7 1.0 -0.3
0.8 -0.3 0.4

Results
relative energy (zero: lowest compared OMol25 entry of this formula, charge and spin): 0.856 eV
F_max: 0.0392 Eh/bohr
DFT total energy: -9279.055 eV
Kohn-Sham gap: 8.781 eV
spin multiplicity: 1
lowest unoccupied orbital energy: 0.20 eV
SMILES string: NCC(N)=O.O

---

The records above yield HOMO level values of -9.769 -7.790 -8.582 -8.842 -8.805 -8.455 -9.700 -9.764 -8.585 eV, respectively.